This record from the OMol25 dataset describes a molecular structure, C41H52B2F6N9O2P2Tl. The level of theory is wB97M-V/def2-TZVPD.

Last column: Löwdin charge in e.
Positions of all 115 atoms, in Å:
1 Tl -0.36 0.11 0.04  0.813
2 C 5.40 -0.95 -0.08  -0.091
3 C 4.00 -1.41 0.36  -0.667
4 C 3.90 -2.94 0.29  -0.101
5 C 3.84 -1.03 1.84  -0.100
6 P 2.57 -0.68 -0.64  1.146
7 C 3.13 1.06 -0.97  -0.284
8 N 2.02 1.96 -1.30  0.004
9 B 0.64 1.97 -0.87  -0.497
10 N 0.07 3.16 -1.45  -0.015
11 C -1.25 3.74 -1.28  -0.290
12 P -2.61 2.48 -1.44  1.139
13 C -3.96 3.41 -0.51  -0.702
14 C -3.62 3.18 0.98  -0.122
15 C -4.09 4.92 -0.75  -0.094
16 C -5.30 2.72 -0.78  -0.105
17 C -2.94 2.54 -3.29  -0.697
18 C -1.58 2.33 -3.97  -0.084
19 C -3.58 3.81 -3.84  -0.097
20 C -3.83 1.33 -3.62  -0.103
21 C 1.06 3.83 -2.17  -0.172
22 C 1.02 4.99 -2.92  -0.035
23 C 2.17 5.40 -3.59  -0.119
24 C 3.34 4.67 -3.50  -0.116
25 C 3.40 3.50 -2.73  -0.018
26 C 2.25 3.08 -2.08  -0.166
27 C 2.71 -1.39 -2.42  -0.668
28 C 1.93 -2.71 -2.45  -0.096
29 C 1.97 -0.40 -3.33  -0.102
30 C 4.10 -1.62 -3.03  -0.102
31 H 6.12 -1.25 0.69  0.084
32 H 5.72 -1.40 -1.02  0.052
33 H 5.46 0.14 -0.17  0.072
34 H 4.58 -3.38 1.02  0.086
35 H 2.88 -3.28 0.54  0.087
36 H 4.17 -3.35 -0.69  0.054
37 H 4.59 -1.58 2.41  0.085
38 H 3.98 0.04 2.01  0.077
39 H 2.85 -1.30 2.21  0.081
40 H 3.61 1.41 -0.06  0.099
41 H 3.85 1.07 -1.78  0.072
42 H -1.33 4.19 -0.28  0.088
43 H -1.40 4.53 -2.00  0.069
44 H -2.71 3.72 1.27  0.069
45 H -4.44 3.55 1.60  0.086
46 H -3.48 2.12 1.18  0.031
47 H -3.14 5.44 -0.61  0.071
48 H -4.47 5.16 -1.74  0.057
49 H -4.80 5.33 -0.01  0.083
50 H -5.22 1.64 -0.60  0.073
51 H -6.06 3.12 -0.10  0.084
52 H -5.65 2.88 -1.80  0.059
53 H -0.96 3.22 -3.93  0.072
54 H -1.03 1.50 -3.52  0.071
55 H -1.75 2.07 -5.02  0.092
56 H -3.04 4.71 -3.53  0.070
57 H -3.55 3.78 -4.94  0.083
58 H -4.63 3.91 -3.54  0.064
59 H -3.32 0.40 -3.35  0.064
60 H -4.79 1.36 -3.11  0.060
61 H -4.01 1.29 -4.70  0.085
62 H 0.11 5.59 -2.99  0.097
63 H 2.14 6.31 -4.19  0.088
64 H 4.23 5.00 -4.02  0.090
65 H 4.32 2.95 -2.65  0.102
66 H 0.89 -2.55 -2.14  0.051
67 H 1.91 -3.12 -3.46  0.087
68 H 2.35 -3.47 -1.78  0.062
69 H 1.06 -0.03 -2.86  0.042
70 H 2.59 0.46 -3.60  0.081
71 H 1.67 -0.91 -4.25  0.091
72 H 4.61 -2.47 -2.58  0.062
73 H 3.98 -1.84 -4.10  0.082
74 H 4.73 -0.73 -2.94  0.069
75 N -0.80 1.20 2.45  -0.011
76 C 0.37 1.32 3.33  -0.151
77 C 1.65 1.53 2.51  -0.676
78 O 2.50 2.35 2.89  -0.016
79 O 1.70 0.78 1.49  -0.237
80 H -1.21 2.10 2.28  0.064
81 H -1.49 0.58 2.83  0.028
82 H 0.51 0.38 3.86  0.118
83 H 0.27 2.12 4.06  0.106
84 F -2.21 -2.26 -1.65  0.115
85 B -1.33 -1.25 -1.76  -0.681
86 F -1.15 -0.92 -3.06  0.094
87 N -3.88 -0.96 0.42  -0.011
88 C -4.55 -1.96 1.01  -0.105
89 C -4.51 -1.71 2.36  -0.071
90 C -3.75 -0.53 2.47  -0.171
91 N -3.35 -0.08 1.28  0.000
92 H -3.63 -0.89 -0.56  0.106
93 H -4.97 -2.78 0.45  0.112
94 H -4.91 -2.32 3.16  0.095
95 H -3.49 0.00 3.37  0.102
96 F -0.85 -6.79 2.82  0.085
97 C -0.22 -5.96 3.67  -0.175
98 C 0.52 -6.54 4.69  -0.169
99 F 0.51 -7.89 4.74  0.079
100 C 1.25 -5.82 5.63  -0.077
101 C 1.16 -4.44 5.43  -0.170
102 C 0.42 -3.86 4.42  -0.169
103 F 0.38 -2.52 4.37  0.078
104 C -0.31 -4.59 3.49  -0.077
105 C -1.10 -3.96 2.41  -0.184
106 C -0.80 -2.70 1.90  -0.167
107 N -0.56 -1.66 1.45  0.110
108 C -2.26 -4.56 1.86  -0.258
109 N -3.23 -5.03 1.42  0.105
110 F 1.81 -3.61 6.26  0.082
111 C 2.03 -6.43 6.70  -0.220
112 C 2.75 -5.69 7.67  -0.289
113 N 3.37 -5.16 8.50  0.078
114 C 2.13 -7.84 6.89  -0.290
115 N 2.26 -8.97 7.11  0.075

Results
HOMO = -1.65 eV
energy = -101800.8131 eV
total charge = -2
energy above the lowest of the compared OMol25 structures with the same formula, charge and spin = 66.9 kJ/mol
lowest unoccupied orbital energy = 3.20 eV
gap between HOMO and LUMO = 4.8474 eV


This record from the OMol25 dataset describes a gas-phase ion, C2H7FN3 (charge +1). The level of theory is wB97M-V/def2-TZVPD.

Last column: Löwdin charge in e.
Positions of all 13 atoms, in Å:
1 H 0.88 -1.45 -1.92  0.124
2 N 0.21 -0.74 -1.52  0.189
3 C 0.39 -0.14 -0.47  -0.466
4 N 1.34 -0.58 0.60  0.253
5 N -0.41 0.97 -0.01  0.058
6 C -1.87 1.61 -0.43  -0.110
7 F -2.54 1.54 0.72  0.020
8 H 1.78 0.26 1.10  0.214
9 H 0.76 -1.14 1.17  0.147
10 H 1.93 -1.36 0.18  0.201
11 H -0.08 1.73 0.65  0.141
12 H -1.52 2.62 -0.61  0.120
13 H -2.43 1.14 -1.17  0.110

Results
HOMO = -14.23 eV
energy = -9366.2593 eV
total charge = +1
energy above the lowest of the compared OMol25 structures with the same formula, charge and spin = 57.5 kJ/mol
SMILES string = [H]/N=C(\[NH3+])NCF
lowest unoccupied orbital energy = -4.18 eV
gap between HOMO and LUMO = 10.0506 eV


This record from the OMol25 dataset describes a molecular structure, C20H38HgO38PS8. The level of theory is wB97M-V/def2-TZVPD.

Last column: Löwdin charge in e.
Positions of all 106 atoms, in Å:
1 Hg 2.65 0.14 -0.98  1.292
2 P 0.32 0.39 -0.03  -0.005
3 O 0.91 1.61 -0.87  -0.455
4 O -1.03 0.46 0.57  -0.298
5 O 1.48 0.03 0.99  -0.483
6 O 0.59 -0.77 -1.11  -0.484
7 C 3.62 -3.88 -2.84  -0.168
8 C 2.50 -3.09 -3.47  -0.183
9 O 1.96 -3.94 -4.46  -0.172
10 S 3.02 -5.05 -4.94  0.588
11 O 3.46 -4.78 -6.24  -0.203
12 O 2.49 -6.32 -4.59  -0.213
13 O 4.17 -4.63 -3.93  -0.178
14 H 3.29 -4.55 -2.04  0.126
15 H 4.44 -3.33 -2.39  0.129
16 H 2.78 -2.11 -3.86  0.132
17 H 1.74 -2.89 -2.71  0.115
18 C 1.71 4.57 0.34  -0.152
19 C 0.92 5.70 1.01  -0.141
20 O 1.64 6.93 0.74  -0.188
21 S 2.87 6.67 -0.22  0.563
22 O 4.02 6.51 0.58  -0.223
23 O 2.90 7.58 -1.30  -0.208
24 O 2.38 5.25 -0.74  -0.188
25 H 1.04 3.87 -0.13  0.096
26 H 2.46 4.10 0.98  0.130
27 H 0.75 5.63 2.08  0.124
28 H -0.05 5.84 0.54  0.133
29 C -1.86 2.01 3.00  -0.146
30 C -0.76 2.99 2.61  -0.170
31 O -1.36 4.27 2.56  -0.185
32 S -2.78 4.29 3.29  0.575
33 O -3.78 4.41 2.30  -0.216
34 O -2.78 5.17 4.39  -0.198
35 O -2.72 2.81 3.83  -0.165
36 H -1.47 1.17 3.56  0.099
37 H -2.43 1.66 2.14  0.103
38 H -0.38 2.71 1.62  0.108
39 H 0.17 2.91 3.18  0.127
40 C 2.16 0.91 4.15  -0.136
41 C 1.11 -0.14 3.79  -0.149
42 O 0.15 -0.19 4.89  -0.258
43 S 0.64 0.76 6.07  0.577
44 O 1.50 0.04 6.93  -0.205
45 O -0.46 1.46 6.57  -0.186
46 O 1.53 1.71 5.16  -0.190
47 H 2.36 1.53 3.29  0.123
48 H 3.05 0.42 4.55  0.132
49 H 1.46 -1.14 3.55  0.117
50 H 0.50 0.18 2.95  0.084
51 C -1.86 -2.17 -2.92  -0.137
52 C -1.90 -2.34 -1.41  -0.180
53 O -3.15 -2.96 -1.13  -0.177
54 S -3.60 -3.88 -2.35  0.582
55 O -4.98 -3.72 -2.62  -0.214
56 O -3.08 -5.19 -2.13  -0.229
57 O -2.79 -3.12 -3.47  -0.181
58 H -0.87 -2.34 -3.35  0.119
59 H -2.22 -1.19 -3.25  0.110
60 H -1.79 -1.38 -0.93  0.090
61 H -1.12 -2.99 -1.03  0.113
62 C -2.05 -1.39 3.74  -0.128
63 C -1.14 -2.24 2.84  -0.189
64 O -1.74 -3.52 2.80  -0.167
65 S -2.29 -3.79 4.27  0.574
66 O -1.17 -4.04 5.11  -0.214
67 O -3.35 -4.71 4.22  -0.193
68 O -2.85 -2.33 4.50  -0.161
69 H -2.66 -0.66 3.22  0.128
70 H -1.45 -0.86 4.48  0.097
71 H -0.12 -2.29 3.24  0.087
72 H -0.99 -1.72 1.89  0.116
73 C -2.44 2.04 -1.61  -0.158
74 C -3.54 1.71 -0.59  -0.132
75 O -4.81 1.79 -1.30  -0.174
76 S -4.54 1.61 -2.85  0.566
77 O -5.46 2.39 -3.57  -0.205
78 O -4.37 0.24 -3.18  -0.218
79 O -3.12 2.30 -2.85  -0.189
80 H -1.80 1.16 -1.68  0.088
81 H -1.79 2.88 -1.42  0.129
82 H -3.59 2.42 0.24  0.115
83 H -3.47 0.70 -0.18  0.115
84 C 0.07 1.28 -5.08  -0.140
85 C 0.75 1.97 -3.92  -0.158
86 O 1.80 2.75 -4.55  -0.191
87 S 1.26 3.31 -5.93  0.562
88 O 2.32 3.34 -6.85  -0.211
89 O 0.47 4.47 -5.71  -0.211
90 O 0.30 2.09 -6.25  -0.181
91 H -0.99 1.13 -4.91  0.131
92 H 0.52 0.31 -5.31  0.130
93 H 1.24 1.26 -3.26  0.079
94 H 0.18 2.67 -3.31  0.123
95 O 3.52 -2.00 -0.26  -0.008
96 C 2.94 -2.87 0.39  -0.459
97 O 3.55 -4.02 0.63  0.057
98 C 2.60 -4.93 1.26  -0.107
99 C 1.45 -4.05 1.74  -0.122
100 C 1.51 -2.82 0.81  -0.075
101 H 3.06 -5.44 2.10  0.129
102 H 2.31 -5.65 0.49  0.130
103 H 1.61 -3.71 2.77  0.115
104 H 0.55 -4.65 1.66  0.124
105 H 1.34 -1.94 1.43  0.071
106 H 0.86 -2.75 -0.05  0.102

Results
HOMO = -8.08 eV
energy = -199303.8072 eV
total charge = -1
energy above the lowest of the compared OMol25 structures with the same formula, charge and spin = 132.3 kJ/mol
lowest unoccupied orbital energy = -1.59 eV
gap between HOMO and LUMO = 6.4852 eV


This record from the OMol25 dataset describes a molecular structure, C11H21N6ORe. The level of theory is wB97M-V/def2-TZVPD.

Last column: Löwdin charge in e.
Positions of all 40 atoms, in Å:
1 Re -0.18 0.75 0.94  1.463
2 N -1.45 2.11 1.71  -0.156
3 C -0.58 3.25 1.96  -0.197
4 C 0.42 3.41 0.79  -0.189
5 N 1.19 2.19 0.64  -0.070
6 H -2.16 2.34 0.98  0.157
7 H -1.92 1.76 2.59  0.155
8 H 0.00 3.07 2.89  0.148
9 H -1.19 4.17 2.10  0.163
10 H 1.09 4.28 0.95  0.164
11 H -0.17 3.59 -0.14  0.151
12 H 1.91 2.12 1.40  0.179
13 H 1.65 2.12 -0.31  0.179
14 C -1.44 -1.28 2.07  -0.093
15 N -2.35 -1.49 0.98  0.081
16 C -2.31 -0.71 -0.14  -0.515
17 N -3.24 -1.06 -1.06  0.261
18 O -1.53 0.21 -0.33  -0.085
19 H -1.65 -2.01 2.85  0.159
20 H -1.57 -0.26 2.45  0.042
21 H -0.41 -1.40 1.71  0.041
22 H -3.04 -2.23 1.04  0.177
23 H -3.90 -1.81 -0.93  0.149
24 H -3.27 -0.52 -1.91  0.150
25 N 2.64 -2.19 -0.07  0.197
26 C 1.96 -1.39 0.79  -0.093
27 N 1.10 -0.62 0.17  -0.141
28 C 1.23 -0.93 -1.16  -0.239
29 C 0.56 -0.42 -2.28  -0.019
30 C 0.89 -0.92 -3.55  -0.026
31 C 1.87 -1.91 -3.70  -0.014
32 C 2.55 -2.43 -2.59  0.057
33 C 2.20 -1.92 -1.34  -0.171
34 H 3.36 -2.86 0.18  0.195
35 H 2.13 -1.41 1.86  0.154
36 H -0.20 0.34 -2.16  0.090
37 H 0.37 -0.53 -4.43  0.129
38 H 2.10 -2.28 -4.70  0.136
39 H 3.30 -3.20 -2.71  0.138
40 H 0.05 0.08 2.51  0.091

Results
HOMO (spin up / spin down) = -17.98 / -18.02 eV
energy = -24836.9068 eV
2S+1 = 2
expectation value of S² = 0.7578
total charge = +3
lowest unoccupied orbital energy (spin up / spin down) = -12.29 / -12.09 eV
gap between HOMO and LUMO (spin up / spin down) = 5.6932 / 5.9316 eV